(1)
DFT (ωB97M-V with the def2-TZVPD basis set) results for a molecular structure, C3H4OS2 at a distorted geometry.

Each line ends with the Mulliken charge.
Positions of all 10 atoms, in Å:
C -0.5550 1.1001 0.3710  -0.25
C -0.0023 -0.0567 0.0770  0.48
C 0.1503 -1.3283 0.6735  -0.92
O 0.9872 0.2055 -1.4790  -0.45
S -0.5707 2.5080 -0.8599  -0.14
S 0.2593 1.1820 -2.3930  0.10
H -0.8202 1.3715 1.3558  0.35
H 0.8253 -1.8844 -0.0928  0.28
H -0.9400 -1.8032 0.6478  0.25
H 0.6661 -1.2944 1.6997  0.30

Atomic forces in eV per Å
C 1.0100 0.8141 -2.9702
C 0.9029 3.4009 -2.0822
C 0.0174 -3.0867 -0.5054
O -0.0762 -2.3556 4.3254
S 0.7925 -1.6960 0.6898
S -2.3038 2.2237 -0.9244
H -0.7881 0.0476 0.8265
H -1.1165 0.3666 1.6448
H 2.5425 0.4701 0.5035
H -0.9806 -0.1845 -1.5078

Calculated values
2S+1: 1
Frontier orbital gap, eV: 7.5574
E_HOMO, eV: -7.60
Total charge: 0

(2)
DFT (ωB97M-V with the def2-TZVPD basis set) results for a molecular structure, C29H33AuI2N3OS2Sb.

Each line ends with the Mulliken spin population.
Positions of all 72 atoms, in Å:
Au 0.8378 0.5216 -0.5728  0.30
I -3.1906 4.0729 -1.1371  0.00
C -1.1601 4.3684 -0.7941  0.03
C -0.6999 5.6912 -0.6647  0.00
C 0.6206 5.9684 -0.4518  0.00
I 1.2075 7.9618 -0.2627  0.00
C 1.5578 4.9066 -0.3671  0.00
C 2.9473 5.0686 -0.1655  0.00
C 3.7664 3.9772 -0.1157  0.00
C 3.2071 2.6990 -0.2634  -0.01
N 1.9204 2.5208 -0.4422  0.07
C 1.0805 3.5858 -0.4970  -0.04
C -0.3115 3.2793 -0.7071  0.00
O -0.7033 2.0436 -0.8084  0.05
H -1.4166 6.4976 -0.7349  0.00
H 3.3498 6.0665 -0.0559  0.00
H 4.8318 4.0777 0.0325  0.00
H 3.8260 1.8106 -0.2521  0.01
S 5.1070 -0.4231 -0.6269  0.73
C 4.5814 -0.3981 1.0299  0.08
C 5.3492 -0.0730 2.1429  -0.07
C 4.7680 -0.1059 3.4051  0.01
C 5.5644 0.2481 4.5465  -0.01
N 6.2189 0.5321 5.4462  0.01
C 3.4234 -0.4774 3.5660  -0.01
C 2.6620 -0.8094 2.4492  -0.02
C 3.2401 -0.7562 1.1957  0.03
S 2.4636 -1.1967 -0.3230  0.47
C 2.8168 -0.5295 4.8633  0.00
N 2.3030 -0.5919 5.8887  -0.01
H 6.3880 0.2081 2.0392  -0.02
H 1.6255 -1.0969 2.5718  -0.02
C 0.0803 -3.7404 -1.7133  0.00
C -0.8449 -3.3792 -0.5523  0.03
C -0.1232 -3.6098 0.7757  0.01
C -2.0884 -4.2665 -0.6047  0.02
Sb -1.2869 -1.2343 -0.7098  0.23
C -2.5533 -0.7097 1.0083  0.04
C -3.4685 -1.8447 1.4491  0.01
C -1.5667 -0.3601 2.1233  0.00
C -3.3809 0.5238 0.6685  0.01
C -2.1956 -0.9033 -2.6840  0.05
C -2.9887 0.3978 -2.6650  0.01
C -1.0050 -0.7428 -3.6298  0.00
C -3.0883 -2.0495 -3.1406  0.01
H 0.4109 -4.7768 -1.5900  0.00
H 0.9730 -3.1153 -1.7457  0.00
H -0.4284 -3.6760 -2.6761  0.00
H 0.0835 -4.6797 0.8824  0.00
H -0.7271 -3.3122 1.6337  0.00
H 0.8307 -3.0817 0.8160  0.00
H -1.7561 -5.3102 -0.6121  0.00
H -2.6890 -4.1130 -1.4978  0.00
H -2.7291 -4.1399 0.2647  0.00
H -2.9148 -2.7060 1.8210  0.00
H -4.1364 -2.1742 0.6516  0.00
H -4.0939 -1.4830 2.2722  0.00
H -0.9280 -1.2025 2.3986  0.00
H -2.1301 -0.0696 3.0155  0.00
H -0.9294 0.4823 1.8459  0.00
H -4.1830 0.2943 -0.0323  0.00
H -2.7745 1.3290 0.2540  0.00
H -3.8472 0.8912 1.5887  0.00
H -2.4075 1.2305 -2.2694  0.00
H -3.9072 0.3112 -2.0864  0.00
H -3.2735 0.6411 -3.6940  0.00
H -0.3797 0.1046 -3.3428  -0.01
H -1.3825 -0.5474 -4.6386  0.00
H -0.3764 -1.6335 -3.6775  0.00
H -3.8985 -2.2514 -2.4378  0.00
H -2.5314 -2.9709 -3.3084  0.00
H -3.5468 -1.7700 -4.0950  0.00

Atomic forces in eV per Å
Au -0.3884 -0.1630 -0.0670
I -0.0098 -0.0097 -0.0028
C -0.0373 0.1102 -0.0036
C 0.0502 -0.0103 0.0121
C -0.0293 -0.0337 -0.0062
I 0.0108 0.0139 0.0003
C 0.0256 0.0784 -0.0027
C -0.0166 -0.0374 -0.0001
C -0.0277 0.0260 -0.0024
C 0.0310 -0.0234 0.0071
N 0.0868 -0.1220 0.0695
C -0.0556 -0.0119 -0.0303
C 0.0854 0.0197 0.0314
O -0.1065 -0.0753 -0.0161
H 0.0012 0.0049 -0.0025
H 0.0075 0.0054 0.0022
H 0.0104 0.0036 0.0000
H 0.0037 0.0087 -0.0131
S 0.0106 0.0564 0.0026
C 0.0348 -0.0740 0.0016
C -0.0106 -0.0183 -0.0121
C -0.0386 0.0050 -0.0104
C -0.0070 -0.0223 0.0054
N 0.0253 0.0217 0.0307
C 0.0310 0.0073 -0.0663
C -0.0262 0.0799 0.0486
C -0.0064 -0.0322 -0.0733
S 0.1844 0.0244 0.0327
C 0.0191 -0.0197 0.0223
N -0.0349 0.0145 0.0409
H 0.0092 -0.0076 -0.0017
H 0.0057 0.0091 -0.0128
C 0.0112 -0.0119 -0.0005
C -0.0347 0.0453 0.0156
C 0.0450 0.0139 -0.0146
C -0.0004 -0.0009 0.0120
Sb 0.2183 0.1436 0.0074
C 0.0234 -0.0184 -0.0910
C -0.0124 0.0072 0.0245
C -0.0025 0.0045 0.0300
C 0.0034 0.0162 -0.0010
C -0.0017 -0.0071 0.0916
C 0.0008 0.0231 0.0125
C -0.0056 0.0039 -0.0350
C -0.0127 -0.0066 -0.0198
H 0.0064 -0.0152 0.0023
H 0.0107 0.0131 0.0012
H -0.0101 0.0084 -0.0106
H 0.0206 -0.0137 -0.0101
H -0.0277 -0.0089 0.0127
H -0.0318 0.0105 0.0094
H 0.0024 -0.0132 0.0068
H -0.0025 0.0156 -0.0322
H -0.0111 0.0175 0.0068
H 0.0109 -0.0167 -0.0024
H -0.0011 -0.0050 -0.0121
H -0.0060 0.0034 0.0091
H -0.0006 0.0021 -0.0098
H -0.0036 -0.0031 0.0131
H -0.0083 0.0098 -0.0039
H -0.0130 -0.0062 0.0117
H -0.0027 -0.0203 0.0024
H -0.0008 0.0110 0.0199
H -0.0028 -0.0076 0.0091
H -0.0100 -0.0095 -0.0183
H 0.0080 0.0100 -0.0251
H 0.0002 0.0138 -0.0004
H -0.0049 -0.0089 -0.0188
H 0.0045 -0.0028 0.0135
H -0.0063 -0.0015 0.0091
H 0.0109 -0.0213 0.0179
H -0.0012 -0.0028 -0.0171

Calculated values
2S+1: 3
Frontier orbital gap (alpha / beta), eV: 6.8968 / 5.7980
E_HOMO (alpha / beta), eV: -7.36 / -7.91
<S²>: 2.012
Total charge: 0

(3)
DFT (ωB97M-V with the def2-TZVPD basis set) results for C4H4O2 in the gas phase at a distorted geometry.

Each line ends with the Mulliken charge.
Positions of all 10 atoms, in Å:
C 1.5113 -0.2366 0.1130  0.56
C 1.1236 0.7646 -0.7605  -0.29
C 0.0970 0.2045 0.4268  0.47
C -1.3119 -0.3251 0.4734  -1.05
O 2.1988 -1.1901 0.2077  -0.52
O 0.2654 1.5861 0.0789  -0.32
H 1.0476 0.6688 -1.9029  0.23
H -1.2815 -1.3123 -0.0608  0.27
H -1.9720 0.3095 -0.0389  0.34
H -1.6784 -0.4695 1.4632  0.30

Atomic forces in eV per Å
C -1.5023 -0.0266 1.5670
C -1.9022 0.7793 -2.2423
C 0.6704 1.3176 -0.6074
C 1.9976 -2.0269 -1.2722
O 1.1366 -1.3969 0.1855
O 0.7322 -0.8330 -0.3641
H -0.1089 0.6063 1.9974
H -0.3049 0.6652 0.6495
H -0.7566 1.0348 -0.7795
H 0.0380 -0.1197 0.8662

Calculated values
2S+1: 1
Frontier orbital gap, eV: 9.8885
Structure (SMILES): C[C@]12O[C@H]1C2=O
E_HOMO, eV: -9.01
Total charge: 0